# 1
{"formula": "C30H51BrN4O5S3SiTi", "method": "wB97M-V/def2-TZVPD", "symbols": ["Ti", "N", "C", "C", "O", "N", "C", "C", "O", "O", "H", "H", "H", "H", "H", "H", "C", "C", "N", "C", "C", "C", "S", "N", "C", "O", "C", "C", "C", "C", "C", "C", "H", "H", "H", "H", "H", "H", "H", "H", "H", "H", "H", "H", "H", "H", "H", "C", "C", "C", "C", "Si", "Br", "C", "C", "C", "C", "C", "C", "C", "C", "H", "H", "H", "H", "H", "H", "H", "H", "H", "H", "H", "H", "H", "H", "H", "H", "H", "H", "H", "H", "H", "H", "H", "H", "H", "H", "H", "C", "O", "C", "S", "S", "H", "H", "H"], "xyz": [[-1.145, 1.050, -2.200], [0.600, -0.195, -1.757], [1.644, -0.103, -2.780], [1.012, 0.222, -4.111], [1.597, 0.066, -5.179], [-0.229, 0.730, -3.967], [-0.919, 1.119, -5.172], [-2.275, 1.644, -4.756], [-3.149, 1.949, -5.534], [-2.389, 1.734, -3.442], [1.065, -0.072, -0.826], [0.222, -1.140, -1.743], [2.243, -1.010, -2.856], [2.312, 0.717, -2.509], [-1.046, 0.286, -5.868], [-0.386, 1.907, -5.715], [-6.162, -0.258, -0.635], [-5.778, -1.658, -1.104], [-4.711, -1.663, -2.110], [-5.093, -1.715, -3.520], [-5.348, -0.340, -4.127], [-3.449, -1.437, -1.731], [-2.200, -1.282, -2.904], [-3.256, -1.393, -0.397], [-2.376, -0.581, 0.130], [-1.757, 0.330, -0.503], [-2.176, -0.615, 1.599], [-2.470, -1.758, 2.335], [-2.297, -1.753, 3.708], [-1.855, -0.601, 4.347], [-1.579, 0.543, 3.613], [-1.728, 0.538, 2.234], [-6.949, -0.326, 0.120], [-6.531, 0.353, -1.458], [-5.311, 0.260, -0.194], [-6.635, -2.163, -1.554], [-5.438, -2.249, -0.255], [-5.989, -2.337, -3.581], [-4.299, -2.221, -4.066], [-6.193, 0.155, -3.648], [-5.568, -0.439, -5.191], [-4.473, 0.301, -4.023], [-2.826, -2.639, 1.817], [-2.501, -2.649, 4.283], [-1.719, -0.598, 5.422], [-1.239, 1.443, 4.109], [-1.524, 1.421, 1.643], [3.561, -2.728, 2.902], [2.462, -2.099, 2.039], [1.303, -1.741, 2.973], [1.902, -3.190, 1.113], [2.919, -0.508, 0.906], [0.221, 2.931, -1.509], [3.135, 1.018, 2.172], [1.738, 1.591, 2.455], [3.826, 0.767, 3.517], [3.898, 2.144, 1.463], [4.760, -0.891, 0.204], [5.941, -0.829, 1.179], [4.766, -2.278, -0.451], [5.059, 0.088, -0.942], [3.144, -3.551, 3.506], [4.000, -2.007, 3.594], [4.371, -3.149, 2.305], [0.901, -2.656, 3.434], [0.483, -1.261, 2.434], [1.605, -1.078, 3.785], [1.573, -4.057, 1.707], [2.628, -3.546, 0.381], [1.035, -2.817, 0.561], [1.101, 0.899, 3.004], [1.222, 1.847, 1.526], [1.825, 2.510, 3.056], [3.268, 0.065, 4.139], [3.903, 1.708, 4.085], [4.837, 0.373, 3.399], [3.478, 2.348, 0.474], [4.960, 1.918, 1.346], [3.825, 3.070, 2.052], [5.814, -1.493, 2.034], [6.094, 0.182, 1.563], [6.873, -1.121, 0.667], [4.711, -3.088, 0.276], [5.694, -2.416, -1.027], [3.927, -2.392, -1.144], [5.094, 1.127, -0.619], [4.302, 0.015, -1.725], [6.034, -0.153, -1.396], [-2.079, 5.993, 0.351], [-2.409, 4.765, -0.271], [-3.448, 4.036, 0.194], [-4.418, 4.620, 1.441], [-3.614, 2.552, -0.593], [-1.191, 6.344, -0.173], [-1.866, 5.850, 1.412], [-2.894, 6.713, 0.261]], "forces_ev_per_angstrom": [[0.0, -0.1, 0.1], [0.0, 0.0, 0.0], [0.0, 0.0, 0.0], [0.0, 0.0, 0.0], [0.0, 0.0, 0.0], [0.0, 0.0, 0.0], [0.0, 0.0, 0.0], [0.1, 0.0, 0.0], [0.0, 0.0, 0.0], [-0.1, 0.1, -0.1], [0.0, 0.0, 0.0], [0.0, 0.0, 0.0], [0.0, 0.0, 0.0], [0.0, 0.0, 0.0], [0.0, 0.0, 0.0], [0.0, 0.0, 0.0], [0.0, -0.1, 0.0], [-0.1, 0.1, 0.0], [0.0, 0.0, 0.0], [0.0, 0.0, 0.0], [0.0, 0.0, 0.0], [-0.1, 0.0, -0.1], [0.0, -0.2, 0.0], [0.1, -0.1, 0.1], [-0.3, 0.0, -0.1], [0.5, 0.1, 0.1], [0.0, 0.0, 0.0], [0.0, 0.0, 0.0], [0.0, 0.0, 0.0], [0.0, 0.0, 0.0], [0.0, 0.0, 0.0], [0.0, 0.0, 0.0], [0.0, 0.0, 0.0], [0.0, 0.0, 0.0], [0.0, 0.0, 0.0], [0.0, 0.0, 0.0], [0.0, 0.0, 0.0], [0.0, 0.0, 0.0], [0.0, 0.0, 0.0], [0.0, 0.0, 0.0], [0.0, 0.0, 0.0], [-0.1, 0.0, 0.0], [0.0, 0.0, 0.0], [0.0, 0.0, 0.0], [0.0, 0.0, 0.0], [0.0, 0.0, 0.0], [0.0, 0.0, 0.0], [0.0, 0.0, 0.0], [0.0, 0.0, 0.0], [0.0, 0.0, 0.0], [0.0, 0.0, 0.0], [0.0, 0.0, 0.0], [0.0, 0.0, 0.0], [0.0, 0.0, 0.0], [0.0, 0.0, 0.0], [0.0, 0.0, 0.0], [0.0, 0.0, 0.0], [0.0, 0.0, 0.0], [0.0, 0.0, 0.0], [0.0, 0.0, 0.0], [0.0, 0.0, 0.0], [0.0, 0.0, 0.0], [0.0, 0.0, 0.0], [0.0, 0.0, 0.0], [0.0, 0.0, 0.0], [0.0, 0.0, 0.0], [0.0, 0.0, 0.0], [0.0, 0.0, 0.0], [0.0, 0.0, 0.0], [0.0, 0.0, 0.0], [0.0, 0.0, 0.0], [0.0, 0.0, 0.0], [0.0, 0.0, 0.0], [0.0, 0.0, 0.0], [0.0, 0.0, 0.0], [0.0, 0.0, 0.0], [0.0, 0.0, 0.0], [0.0, 0.0, 0.0], [0.0, 0.0, 0.0], [0.0, 0.0, 0.0], [0.0, 0.0, 0.0], [0.0, 0.0, 0.0], [0.0, 0.0, 0.0], [0.0, 0.0, 0.0], [0.0, 0.0, 0.0], [0.0, 0.0, 0.0], [0.0, 0.0, 0.0], [0.0, 0.0, 0.0], [0.0, 0.0, 0.0], [0.0, 0.0, 0.0], [0.0, 0.0, 0.0], [0.0, 0.0, 0.0], [-0.1, 0.0, 0.0], [0.0, 0.0, 0.0], [0.0, 0.0, 0.0], [0.0, 0.0, 0.0]], "de_lowest_kj_mol": 50.4, "energy_ha": -6676.7850, "homo_energy_ha": -0.0444, "charge": -2, "homo_lumo_gap_ev": 5.184}



# 2
{"formula": "C30H51BrN4P2Sr", "method": "wB97M-V/def2-TZVPD", "symbols": ["C", "C", "C", "C", "N", "C", "C", "C", "C", "C", "C", "C", "C", "C", "Sr", "P", "H", "H", "H", "H", "H", "H", "H", "H", "C", "C", "H", "H", "H", "H", "H", "C", "C", "H", "H", "H", "H", "H", "C", "C", "H", "H", "H", "H", "H", "Br", "P", "C", "C", "H", "H", "H", "H", "H", "C", "C", "H", "H", "H", "H", "H", "C", "C", "H", "H", "H", "H", "H", "C", "N", "C", "C", "N", "N", "C", "C", "H", "H", "H", "H", "H", "H", "H", "H", "H", "H", "H", "H", "H"], "xyz": [[2.315, -3.344, 1.800], [2.829, -2.275, 1.029], [3.687, -2.589, -0.048], [4.073, -3.923, -0.227], [3.608, -4.911, 0.531], [2.770, -4.642, 1.529], [2.490, -0.909, 1.337], [2.391, 0.268, 1.722], [2.564, 1.531, 2.380], [1.711, 2.636, 2.128], [1.900, 3.849, 2.798], [2.968, 3.979, 3.698], [3.826, 2.898, 3.958], [3.613, 1.684, 3.312], [-0.147, -0.177, 0.803], [-0.551, -2.271, -1.315], [4.071, -1.816, -0.713], [1.601, -3.173, 2.606], [4.782, -4.184, -1.017], [2.435, -5.475, 2.147], [4.257, 0.827, 3.517], [0.901, 2.561, 1.385], [4.644, 3.009, 4.667], [1.225, 4.688, 2.615], [-2.079, -2.066, -2.323], [-2.288, -2.976, -3.529], [-2.064, -1.012, -2.659], [-2.937, -2.163, -1.637], [-3.215, -2.669, -4.031], [-1.477, -2.898, -4.264], [-2.418, -4.028, -3.245], [0.783, -2.867, -2.422], [0.910, -4.367, -2.669], [1.721, -2.498, -1.967], [0.680, -2.332, -3.380], [1.756, -4.539, -3.346], [1.120, -4.927, -1.748], [0.024, -4.792, -3.158], [-0.901, -3.641, -0.138], [-1.812, -4.777, -0.591], [-1.340, -3.181, 0.768], [0.071, -4.046, 0.180], [-1.920, -5.483, 0.243], [-2.821, -4.431, -0.851], [-1.399, -5.345, -1.433], [3.249, 5.631, 4.578], [0.859, 1.520, -1.724], [0.749, 0.901, -3.455], [0.655, 1.923, -4.584], [-0.138, 0.240, -3.474], [1.620, 0.246, -3.612], [0.534, 1.386, -5.533], [-0.209, 2.589, -4.474], [1.565, 2.529, -4.679], [-0.060, 3.125, -1.727], [0.646, 4.390, -2.205], [-0.390, 3.270, -0.681], [-0.974, 2.962, -2.319], [-0.038, 5.239, -2.077], [1.550, 4.614, -1.626], [0.904, 4.355, -3.271], [2.624, 1.985, -1.475], [3.442, 2.436, -2.681], [3.088, 1.098, -1.012], [2.643, 2.766, -0.701], [4.474, 2.611, -2.354], [3.475, 1.681, -3.474], [3.085, 3.384, -3.100], [-2.629, 3.402, 3.358], [-3.501, 2.246, 3.205], [-4.576, 2.127, 4.179], [-3.072, 1.212, 2.434], [-1.870, 1.245, 1.869], [-3.853, 0.105, 2.254], [-5.304, 0.175, 2.233], [-3.256, -0.985, 1.499], [-3.188, 4.111, 3.968], [-2.370, 3.855, 2.389], [-1.685, 3.157, 3.872], [-5.551, 2.384, 3.741], [-4.627, 1.134, 4.645], [-4.374, 2.857, 4.967], [-1.461, 2.168, 2.027], [-5.669, -0.394, 1.362], [-5.733, -0.281, 3.138], [-5.643, 1.210, 2.138], [-3.024, -0.673, 0.462], [-2.345, -1.332, 2.014], [-3.976, -1.807, 1.466]], "forces_ev_per_angstrom": [[0.4, 0.1, -0.2], [-0.4, -0.9, -0.6], [0.0, 0.0, 0.4], [-0.4, 0.6, 0.1], [0.2, -0.3, 0.1], [-0.3, 0.7, -0.1], [0.4, 2.6, 1.2], [0.9, -2.9, -0.6], [-0.4, 1.2, 0.2], [0.3, -0.2, 0.2], [0.1, -0.3, -0.1], [0.0, -0.3, -0.1], [-0.4, 0.2, -0.2], [-0.1, -0.2, -0.2], [-0.5, 0.3, -0.4], [-0.2, -0.1, 0.1], [0.0, -0.1, 0.3], [0.3, 0.0, -0.1], [-0.3, 0.0, 0.2], [0.1, 0.1, -0.2], [-0.1, 0.3, 0.0], [0.4, 0.1, 0.3], [-0.2, 0.0, -0.2], [0.3, -0.3, 0.1], [0.0, 0.3, -0.1], [-0.3, -0.2, -0.2], [-0.1, -0.4, 0.1], [0.3, 0.1, -0.1], [0.2, -0.1, 0.0], [-0.2, 0.0, 0.2], [0.2, 0.3, -0.1], [0.4, 0.2, -0.1], [0.1, -0.3, -0.3], [-0.3, -0.1, -0.2], [0.0, -0.1, 0.3], [-0.2, 0.0, 0.2], [-0.1, 0.1, -0.2], [0.2, 0.1, 0.2], [0.0, -0.1, 0.1], [-0.2, -0.5, 0.2], [0.1, -0.1, -0.2], [-0.1, 0.1, -0.1], [-0.1, 0.1, -0.2], [0.3, 0.0, 0.0], [-0.1, 0.3, 0.2], [-0.1, -0.4, -0.2], [0.0, 0.3, 0.1], [-0.1, -0.4, 0.1], [0.1, 0.0, -0.4], [0.3, 0.2, -0.1], [-0.2, 0.1, 0.1], [0.0, 0.2, 0.2], [0.2, -0.1, 0.0], [-0.3, -0.1, 0.1], [-0.2, 0.0, 0.2], [-0.1, 0.4, -0.2], [0.0, 0.0, -0.3], [0.1, 0.0, 0.2], [0.2, -0.1, 0.0], [-0.2, -0.1, -0.2], [0.0, -0.1, 0.3], [0.1, -0.2, 0.2], [0.3, 0.2, 0.0], [0.0, 0.3, -0.1], [0.0, -0.2, -0.1], [-0.1, -0.1, -0.1], [-0.1, 0.2, 0.1], [0.0, -0.3, 0.1], [0.1, 0.2, 0.0], [0.2, -0.5, -0.4], [-0.5, 0.2, 0.4], [0.4, 0.3, 0.1], [-0.1, 0.3, -0.1], [0.7, 0.2, -0.1], [-0.6, -0.3, -0.1], [-0.1, 0.2, 0.1], [0.3, 0.2, -0.3], [-0.3, 0.0, 0.3], [-0.3, 0.0, 0.0], [0.3, -0.1, 0.3], [0.1, 0.3, -0.3], [-0.1, -0.3, -0.1], [0.0, -0.5, 0.1], [0.1, 0.3, 0.3], [0.0, 0.2, -0.3], [0.0, -0.4, -0.1], [0.0, -0.2, 0.2], [-0.3, -0.1, -0.1], [0.3, 0.0, 0.0]], "de_lowest_kj_mol": 0.0, "energy_ha": -4679.6934, "homo_energy_ha": -0.5047, "charge": 2, "homo_lumo_gap_ev": 8.059}



# 3
{"formula": "C30H51CaN2O2P2", "method": "wB97M-V/def2-TZVPD", "symbols": ["C", "C", "C", "C", "C", "H", "H", "H", "N", "P", "P", "C", "H", "H", "C", "O", "C", "H", "C", "C", "C", "C", "C", "H", "H", "H", "C", "H", "H", "H", "C", "H", "H", "H", "C", "H", "H", "H", "C", "H", "H", "H", "C", "H", "H", "H", "C", "H", "H", "H", "C", "H", "H", "H", "C", "H", "H", "H", "C", "H", "H", "H", "C", "H", "H", "H", "C", "H", "H", "H", "Ca", "N", "C", "C", "C", "C", "C", "H", "H", "H", "H", "H", "H", "H", "H", "H", "O", "C"], "xyz": [[-0.768, -2.426, -0.818], [1.488, -2.126, -0.207], [-0.465, -3.583, -1.535], [1.800, -3.385, -0.792], [0.830, -4.104, -1.461], [-1.255, -4.076, -2.100], [2.836, -3.717, -0.725], [1.069, -5.057, -1.929], [0.163, -1.727, -0.139], [-2.741, -0.960, 0.636], [2.693, 0.397, 0.668], [-2.226, -1.921, -0.842], [-2.355, -1.295, -1.740], [-2.896, -2.781, -0.985], [-0.213, 2.471, 2.617], [-0.225, 3.420, 3.272], [2.554, -1.312, 0.296], [3.489, -1.869, 0.432], [3.677, 1.062, -0.888], [3.768, 0.325, 2.292], [-4.034, 0.347, 0.043], [-3.391, -2.381, 1.719], [3.399, 2.571, -0.947], [3.676, 3.083, -0.014], [3.980, 3.028, -1.762], [2.334, 2.769, -1.130], [5.176, 0.778, -0.802], [5.671, 1.306, 0.021], [5.386, -0.296, -0.732], [5.653, 1.131, -1.731], [3.137, 0.372, -2.144], [3.675, 0.750, -3.029], [3.267, -0.717, -2.104], [2.069, 0.576, -2.280], [4.182, 1.765, 2.640], [3.306, 2.411, 2.803], [4.773, 1.754, 3.570], [4.810, 2.219, 1.860], [2.882, -0.252, 3.413], [1.980, 0.351, 3.595], [2.583, -1.291, 3.203], [3.455, -0.258, 4.354], [5.009, -0.565, 2.176], [5.708, -0.237, 1.401], [5.554, -0.518, 3.133], [4.753, -1.617, 2.006], [-3.856, -1.782, 3.059], [-4.086, -2.610, 3.745], [-3.080, -1.160, 3.529], [-4.764, -1.174, 2.953], [-2.222, -3.354, 1.969], [-1.899, -3.854, 1.047], [-1.349, -2.860, 2.421], [-2.560, -4.134, 2.668], [-4.543, -3.147, 1.057], [-4.763, -4.025, 1.683], [-5.466, -2.558, 1.001], [-4.295, -3.524, 0.057], [-3.936, 0.568, -1.471], [-4.271, -0.310, -2.040], [-4.595, 1.404, -1.752], [-2.918, 0.834, -1.787], [-3.664, 1.659, 0.767], [-2.677, 2.032, 0.452], [-4.401, 2.437, 0.515], [-3.654, 1.546, 1.861], [-5.470, -0.063, 0.373], [-5.775, -0.960, -0.181], [-5.647, -0.208, 1.445], [-6.144, 0.746, 0.049], [-0.151, 0.206, 1.281], [-0.102, 1.317, -0.699], [0.147, 1.675, -1.791], [-0.047, 2.476, -3.073], [0.992, 2.119, -4.129], [-1.425, 2.156, -3.645], [0.074, 3.958, -2.724], [2.010, 2.333, -3.787], [0.912, 1.059, -4.404], [0.808, 2.716, -5.034], [-2.218, 2.480, -2.962], [-1.579, 2.673, -4.601], [-1.513, 1.077, -3.841], [-0.053, 4.573, -3.624], [-0.700, 4.249, -2.001], [1.063, 4.183, -2.303], [-1.278, 0.475, 4.868], [-1.121, 0.357, 3.732]], "forces_ev_per_angstrom": [[0.0, -0.5, -0.5], [0.6, 1.1, 0.6], [-1.0, 0.6, 0.3], [-0.3, -0.7, -0.4], [0.9, 0.4, 0.5], [0.2, 0.0, 0.2], [-0.3, 0.0, -0.1], [0.0, 0.2, 0.0], [0.0, 0.2, -0.1], [0.3, 0.0, 0.0], [0.2, -0.6, 0.2], [0.5, -0.1, -0.6], [0.2, -0.1, 0.3], [0.3, 0.3, 0.0], [0.2, 4.1, 2.1], [0.1, -3.2, -2.2], [-0.7, -1.4, 0.3], [-0.3, 0.1, -0.3], [-0.1, 0.2, 0.9], [-0.1, 0.4, -0.9], [0.1, -0.6, 0.3], [-0.4, 0.6, -0.1], [0.2, 0.1, -0.1], [0.0, -0.1, -0.2], [-0.1, 0.0, 0.1], [0.2, 0.0, 0.1], [0.2, 0.2, -0.3], [-0.2, -0.1, -0.1], [-0.1, 0.2, 0.1], [-0.1, -0.1, 0.2], [-0.1, -0.1, 0.1], [-0.1, 0.0, 0.3], [0.0, 0.3, 0.0], [0.3, -0.2, 0.0], [0.1, -0.1, 0.2], [0.2, -0.1, -0.1], [-0.2, 0.1, -0.2], [-0.2, -0.2, 0.2], [0.1, -0.1, -0.2], [0.0, 0.1, -0.1], [0.1, 0.3, 0.0], [-0.2, 0.0, -0.2], [0.3, 0.0, 0.3], [-0.2, -0.1, 0.2], [-0.1, -0.1, -0.2], [0.0, 0.2, 0.0], [-0.1, -0.2, 0.1], [0.0, 0.3, -0.1], [-0.2, -0.3, -0.1], [0.3, -0.2, 0.1], [0.0, 0.1, -0.1], [0.0, 0.1, 0.2], [-0.2, -0.1, -0.1], [0.0, 0.2, -0.1], [-0.2, -0.3, 0.3], [0.0, 0.1, -0.2], [0.3, -0.2, 0.0], [-0.1, 0.1, 0.3], [0.0, 0.1, -0.1], [0.1, 0.2, 0.2], [0.1, -0.2, 0.1], [-0.3, -0.1, 0.1], [-0.1, 0.0, 0.0], [-0.2, -0.1, 0.0], [0.2, -0.2, 0.1], [-0.1, 0.0, -0.2], [-0.4, 0.3, -0.1], [0.1, 0.2, 0.2], [0.1, 0.0, -0.3], [0.1, -0.1, 0.1], [0.7, -1.2, -0.2], [0.8, 1.2, -3.7], [-2.2, 0.4, 2.2], [0.7, -0.3, -0.3], [0.4, -0.2, -0.3], [-0.5, -0.3, 0.2], [0.0, 0.4, 0.5], [-0.2, -0.1, -0.1], [0.2, 0.2, 0.0], [0.0, -0.1, 0.3], [0.1, -0.1, -0.1], [0.3, 0.0, 0.3], [-0.1, 0.3, 0.1], [0.0, -0.3, 0.1], [0.2, 0.0, -0.1], [-0.3, 0.0, -0.1], [0.4, -0.4, -3.9], [-0.6, -0.1, 4.6]], "de_lowest_kj_mol": 3.2, "energy_ha": -2793.8575, "homo_energy_ha": -0.3112, "charge": 1, "homo_lumo_gap_ev": 4.818}